Formula: C6H11N
Source: the Open Molecules 2025 dataset
Level of theory: the ωB97M-V functional and the def2-TZVPD basis

Last column: natural (NBO) charge in e.
Geometry (Å):
1 C -1.06802 0.57287 1.48704  -0.39
2 C -1.77567 0.53949 0.02810  -0.40
3 C -0.55517 -0.16263 -0.47232  -0.18
4 C 0.34887 -0.18634 -1.57704  -0.23
5 N 1.63414 -0.21197 -0.79276  -0.62
6 C 1.39880 -0.43740 0.57757  -0.21
7 C 0.16964 0.43413 0.70885  -0.27
8 H -0.96643 -0.37459 2.07922  0.21
9 H -1.40151 1.43596 2.11929  0.22
10 H -2.78003 0.30803 -0.45562  0.21
11 H -1.80501 1.43465 -0.37416  0.20
12 H -0.43145 -1.42785 -0.28279  0.16
13 H 0.51782 0.62903 -2.35580  0.18
14 H 0.28743 -1.01686 -2.14286  0.18
15 H 2.27497 -1.09146 -1.02281  0.36
16 H 1.06111 -1.45726 0.94241  0.14
17 H 2.36857 -0.27898 1.11982  0.20
18 H 0.72196 1.29117 0.41387  0.22

Properties
* LUMO energy: 1.13 eV
* F_max: 0.1064 hartree/bohr
* gap between HOMO and LUMO: 9.83 eV